No. 1
{
  "formula": "C53H38N13O6Se2Y",
  "method": "wB97M-V/def2-TZVPD",
  "species": ["Y", "C", "C", "C", "C", "C", "N", "C", "N", "C", "C", "C", "C", "C", "C", "C", "C", "N", "C", "N", "C", "N", "C", "N", "C", "N", "C", "C", "C", "C", "C", "C", "C", "C", "C", "C", "C", "C", "N", "C", "C", "H", "H", "H", "H", "H", "H", "H", "H", "H", "H", "H", "H", "H", "H", "H", "H", "C", "Se", "C", "C", "Se", "C", "H", "H", "H", "H", "H", "H", "H", "H", "H", "H", "N", "C", "C", "C", "C", "C", "N", "C", "C", "C", "C", "C", "N", "H", "H", "H", "H", "H", "H", "H", "H", "H", "O", "C", "O", "C", "C", "C", "C", "C", "C", "N", "O", "O", "N", "O", "O", "H", "H", "H"],
  "xyz": [[-0.508, 0.022, 0.255], [-4.356, 4.057, -3.608], [-5.414, 3.344, -3.027], [-5.202, 2.484, -1.962], [-3.900, 2.345, -1.506], [-3.313, 1.546, -0.427], [-1.954, 1.722, -0.424], [-1.643, 2.681, -1.342], [-0.486, 3.275, -1.541], [0.602, 3.000, -0.829], [1.855, 3.741, -1.003], [2.234, 4.748, -1.879], [3.541, 5.203, -1.800], [4.438, 4.676, -0.862], [4.054, 3.676, 0.018], [2.751, 3.210, -0.081], [2.022, 2.164, 0.637], [2.543, 1.508, 1.644], [1.841, 0.706, 2.445], [0.540, 0.337, 2.315], [0.146, -0.276, 3.475], [-1.081, -0.635, 3.825], [-2.158, -0.420, 3.103], [-2.233, 0.119, 1.839], [-3.532, 0.281, 1.517], [-4.039, 0.867, 0.428], [-4.374, -0.249, 2.581], [-5.754, -0.349, 2.723], [-6.237, -0.919, 3.886], [-5.365, -1.364, 4.893], [-3.993, -1.249, 4.757], [-3.507, -0.691, 3.579], [1.292, -0.413, 4.353], [1.451, -0.989, 5.612], [2.706, -0.941, 6.183], [3.783, -0.315, 5.529], [3.625, 0.273, 4.290], [2.363, 0.203, 3.702], [0.752, 2.061, 0.127], [-2.853, 3.056, -2.078], [-3.061, 3.929, -3.135], [-4.562, 4.718, -4.439], [-6.414, 3.475, -3.420], [-6.013, 1.936, -1.500], [1.533, 5.151, -2.599], [3.880, 5.978, -2.475], [5.452, 5.054, -0.833], [4.741, 3.256, 0.741], [-6.416, 0.012, 1.947], [-7.305, -1.019, 4.034], [-5.780, -1.798, 5.794], [-3.314, -1.579, 5.532], [0.613, -1.455, 6.115], [2.870, -1.385, 7.157], [4.751, -0.292, 6.014], [4.444, 0.766, 3.784], [-2.236, 4.477, -3.570], [0.481, -5.260, -2.034], [0.389, -3.320, -2.106], [2.299, -3.022, -2.344], [3.120, -3.152, -1.077], [2.832, -1.701, 0.198], [3.860, -2.534, 1.616], [0.881, -5.660, -2.964], [-0.539, -5.618, -1.908], [1.079, -5.600, -1.191], [2.415, -2.039, -2.796], [2.638, -3.763, -3.070], [4.185, -3.132, -1.317], [2.899, -4.091, -0.565], [4.889, -2.675, 1.295], [3.419, -3.492, 1.891], [3.843, -1.867, 2.476], [-3.156, -2.668, 0.679], [-2.053, -3.070, 1.419], [-2.280, -4.126, 2.316], [-1.252, -4.566, 3.111], [-0.007, -3.959, 2.987], [0.121, -2.931, 2.085], [-0.874, -2.463, 1.307], [-3.277, -2.055, -0.558], [-4.498, -2.225, -1.227], [-4.675, -1.627, -2.450], [-3.628, -0.895, -3.003], [-2.465, -0.783, -2.280], [-2.287, -1.327, -1.056], [-4.006, -3.120, 0.975], [-3.261, -4.579, 2.370], [-1.414, -5.374, 3.813], [0.840, -4.254, 3.590], [1.066, -2.425, 1.968], [-5.284, -2.815, -0.771], [-5.616, -1.734, -2.974], [-3.710, -0.409, -3.964], [-1.627, -0.214, -2.670], [-0.095, 0.784, -3.371], [0.874, 0.495, -2.679], [0.843, -0.219, -1.607], [2.219, 1.049, -3.102], [2.277, 1.782, -4.282], [3.464, 2.389, -4.634], [4.605, 2.315, -3.856], [4.507, 1.575, -2.698], [3.345, 0.936, -2.302], [5.692, 1.496, -1.820], [5.621, 0.771, -0.850], [6.649, 2.187, -2.104], [3.519, 3.190, -5.874], [4.580, 3.708, -6.158], [2.504, 3.279, -6.530], [1.390, 1.890, -4.889], [5.516, 2.820, -4.134], [3.319, 0.384, -1.372]],
  "lowdin_charge": [1.49, -0.07, -0.07, -0.01, -0.11, -0.29, 0.06, -0.26, 0.22, -0.27, -0.11, 0.00, -0.07, -0.07, -0.01, -0.11, -0.28, 0.21, -0.32, 0.05, -0.30, 0.21, -0.29, 0.06, -0.29, 0.21, -0.12, -0.02, -0.08, -0.08, -0.01, -0.11, -0.11, -0.01, -0.08, -0.08, -0.02, -0.12, 0.08, -0.10, 0.00, 0.10, 0.10, 0.11, 0.12, 0.11, 0.11, 0.12, 0.11, 0.10, 0.10, 0.11, 0.11, 0.10, 0.10, 0.12, 0.12, -0.41, 0.92, -0.56, -0.52, 0.97, -0.36, 0.02, 0.01, 0.01, 0.04, 0.07, 0.07, 0.06, 0.03, 0.03, 0.01, 0.14, -0.30, -0.01, -0.05, -0.05, -0.16, 0.08, -0.31, -0.01, -0.05, -0.04, -0.13, 0.05, 0.13, 0.12, 0.11, 0.11, 0.03, 0.11, 0.11, 0.12, 0.08, 0.03, -0.59, -0.26, -0.08, 0.09, -0.11, 0.09, -0.11, 0.06, -0.35, 0.08, 0.08, -0.35, 0.08, 0.09, 0.14, 0.13, 0.05],
  "total_charge": 0,
  "gap_ev": [4.84, 4.84],
  "spin_multiplicity": 1,
  "largest_force_ev_per_a": 0.79,
  "e_tot_ha": -8047.14009,
  "e_homo_ev": [-6.278, -6.275]
}


No. 2
{
  "formula": "C53H39Br2F4GeMgN2O2P",
  "method": "wB97M-V/def2-TZVPD",
  "species": ["Mg", "O", "C", "C", "C", "C", "C", "C", "C", "O", "N", "N", "C", "C", "Br", "C", "C", "C", "C", "C", "C", "C", "H", "H", "H", "H", "H", "H", "H", "H", "H", "H", "H", "H", "H", "H", "F", "C", "C", "F", "C", "F", "C", "P", "C", "C", "C", "C", "C", "C", "C", "C", "C", "C", "C", "C", "C", "Br", "C", "F", "H", "H", "H", "H", "H", "H", "H", "H", "H", "H", "C", "Ge", "C", "C", "C", "C", "C", "C", "C", "C", "C", "C", "C", "C", "C", "C", "C", "C", "C", "C", "H", "H", "H", "H", "H", "H", "H", "H", "H", "H", "H", "H", "H", "H", "H"],
  "xyz": [[-1.500, -0.296, 0.437], [-4.278, 1.916, -3.396], [-5.045, 0.828, -3.112], [-6.157, 0.594, -3.913], [-6.966, -0.505, -3.670], [-6.678, -1.372, -2.624], [-5.564, -1.134, -1.830], [-4.737, -0.047, -2.064], [-3.494, 0.145, -1.212], [-3.363, -0.719, -0.183], [-3.536, 1.583, -0.727], [-2.584, 1.723, 0.274], [-2.747, 2.677, 1.096], [-1.912, 2.886, 2.275], [-0.781, 1.451, 2.763], [-1.959, 3.965, 3.055], [-2.761, 5.181, 2.804], [-2.782, 5.823, 1.567], [-3.558, 6.958, 1.377], [-4.316, 7.471, 2.418], [-4.285, 6.852, 3.662], [-3.506, 5.722, 3.854], [-3.708, 2.099, -2.626], [-6.367, 1.285, -4.720], [-7.828, -0.682, -4.303], [-7.309, -2.231, -2.435], [-5.286, -1.791, -1.015], [-2.617, 0.133, -1.895], [-4.463, 1.748, -0.336], [-3.583, 3.366, 0.974], [-1.375, 3.952, 3.968], [-2.152, 5.454, 0.767], [-3.555, 7.447, 0.412], [-4.920, 8.357, 2.268], [-4.865, 7.252, 4.484], [-3.479, 5.240, 4.824], [3.977, 8.053, -0.645], [3.620, 6.752, -0.517], [4.582, 5.793, -0.235], [5.868, 6.201, -0.097], [4.192, 4.474, -0.104], [5.204, 3.592, 0.194], [2.900, 4.044, -0.243], [1.234, 0.082, 0.224], [2.170, 0.047, 1.823], [3.177, 0.990, 2.069], [3.765, 1.086, 3.319], [3.354, 0.256, 4.361], [2.341, -0.664, 4.136], [1.754, -0.760, 2.877], [2.672, 0.001, -0.934], [2.654, 0.818, -2.062], [3.627, 0.698, -3.045], [4.642, -0.241, -2.908], [4.687, -1.043, -1.775], [3.713, -0.916, -0.794], [2.001, 5.024, -0.525], [0.107, 4.548, -0.800], [2.301, 6.368, -0.667], [1.386, 7.327, -0.944], [3.472, 1.669, 1.274], [4.545, 1.820, 3.487], [3.816, 0.335, 5.338], [2.006, -1.312, 4.940], [0.956, -1.472, 2.687], [1.873, 1.564, -2.151], [3.602, 1.347, -3.913], [5.401, -0.340, -3.676], [5.480, -1.773, -1.655], [3.756, -1.542, 0.089], [0.202, -1.313, 0.042], [0.675, -3.116, -0.132], [0.947, -3.657, -2.026], [0.861, -4.981, -2.454], [1.128, -5.333, -3.772], [1.498, -4.356, -4.687], [1.581, -3.031, -4.280], [1.300, -2.687, -2.963], [-0.765, -4.323, 0.509], [-2.096, -3.909, 0.404], [-3.137, -4.717, 0.841], [-2.872, -5.965, 1.393], [-1.557, -6.396, 1.501], [-0.519, -5.580, 1.063], [2.310, -3.869, 0.723], [2.400, -4.003, 2.109], [3.548, -4.489, 2.721], [4.641, -4.860, 1.950], [4.571, -4.748, 0.569], [3.416, -4.261, -0.033], [0.577, -5.754, -1.745], [1.051, -6.369, -4.086], [1.714, -4.626, -5.715], [1.870, -2.260, -4.986], [1.346, -1.650, -2.651], [-2.330, -2.938, -0.019], [-4.160, -4.367, 0.752], [-3.684, -6.595, 1.738], [-1.338, -7.367, 1.931], [0.505, -5.928, 1.159], [1.559, -3.713, 2.729], [3.592, -4.565, 3.802], [5.544, -5.230, 2.424], [5.420, -5.031, -0.043], [3.383, -4.167, -1.113]],
  "lowdin_charge": [0.50, 0.05, -0.28, -0.03, -0.11, -0.11, -0.02, -0.10, -0.48, -0.27, -0.01, -0.01, -0.18, -0.60, 0.92, -0.10, -0.22, -0.04, -0.07, -0.10, -0.10, -0.05, 0.08, 0.11, 0.09, 0.09, 0.11, 0.15, 0.14, 0.13, 0.11, 0.06, 0.11, 0.09, 0.09, 0.11, 0.06, -0.17, -0.17, 0.06, -0.28, 0.01, -0.05, 0.77, -0.40, -0.09, -0.10, -0.13, -0.12, -0.18, -0.37, -0.12, -0.10, -0.12, -0.10, -0.10, -0.63, 0.63, -0.30, 0.02, 0.08, 0.09, 0.08, 0.09, 0.07, 0.09, 0.09, 0.09, 0.09, 0.10, -0.64, 0.84, -0.26, -0.12, -0.12, -0.12, -0.10, -0.10, -0.25, -0.10, -0.10, -0.13, -0.12, -0.12, -0.27, -0.13, -0.10, -0.12, -0.11, -0.12, 0.09, 0.09, 0.08, 0.09, 0.08, 0.07, 0.09, 0.08, 0.09, 0.09, 0.09, 0.09, 0.09, 0.09, 0.09],
  "total_charge": -2,
  "gap_ev": 4.82,
  "spin_multiplicity": 1,
  "largest_force_ev_per_a": 0.49,
  "e_tot_ha": -10468.88248,
  "e_homo_ev": -1.392
}